No. 1
ORCA calculation (ωB97M-V/def2-TZVPD) on a single C3H6N2O molecule at a distorted geometry.

Bonds (Å) are listed after each position.
Atoms and positions in Å:
1 N 0.79 -1.04 1.25  N2 1.371, H7 1.153, H8 1.048
2 N 0.22 -0.04 0.51  N1 1.371, C3 1.514, C5 1.289
3 C -0.62 1.20 0.76  N2 1.514, C4 1.554, H9 1.086, H10 1.135
4 C -0.68 1.20 -0.79  C3 1.554, C5 1.658, H11 1.186, H12 1.154
5 C 0.00 -0.31 -0.73  N2 1.289, C4 1.658, O6 1.143
6 O 0.29 -1.15 -1.45  C5 1.143
7 H 0.06 -1.74 1.81  N1 1.153
8 H 1.34 -0.63 2.03  N1 1.048
9 H -1.53 1.14 1.35  C3 1.086
10 H 0.03 2.05 1.14  C3 1.135
11 H 0.16 1.94 -1.19  C4 1.186
12 H -1.68 1.53 -1.25  C4 1.154

As for the HOMO-LUMO gap: 10.275 eV. For the electronic energy, the calculation gives -302.56355 Eh.

***

No. 2
ORCA calculation (ωB97M-V/def2-TZVPD) on a single C3H6N2O molecule.

Bonds (Å) are listed after each position.
Atoms and positions in Å:
1 C 1.20 -0.51 0.94  N2 1.450, H7 1.094, H8 1.093, H9 1.092
2 N -0.02 0.09 0.44  C1 1.450, C3 1.280, C5 1.624
3 C -0.97 -0.51 -0.18  N2 1.280, N4 1.219
4 N -1.73 -1.44 -0.38  C3 1.219, H11 1.006
5 C -0.04 1.38 -0.55  N2 1.624, O6 1.225, H10 1.301, H12 1.102
6 O 0.93 1.49 -1.29  C5 1.225
7 H 2.02 -0.08 0.38  C1 1.094
8 H 1.18 -1.60 0.79  C1 1.093
9 H 1.31 -0.30 2.01  C1 1.092
10 H -1.15 0.88 -1.02  C5 1.301
11 H -2.28 -1.60 -1.21  N4 1.006
12 H -0.45 2.19 0.07  C5 1.102

As for the HOMO-LUMO gap: 9.118 eV. For the electronic energy, the calculation gives -302.52600 Eh.